Record 1
12
Properties=species:S:1:pos:R:3:lowdin_charge:R:1 method="wB97M-V/def2-TZVPD" homo_ha="-0.8111 / -0.8112" orbital_gap_ev="7.130 / 7.133" charge=+2 max_force_ev_per_a=8.57 lumo_energy_ha="-0.5491 / -0.5491" e_tot_ev=-9578.5169 spin_multiplicity=1
C -0.494 1.045 0.059 -0.062
C 0.757 -1.401 -0.002 0.065
N -0.955 1.672 -0.994 0.242
N -0.722 0.985 -2.032 0.178
N -0.073 -0.088 -1.897 0.206
N 0.156 -0.376 -0.701 0.082
N -0.450 1.164 1.310 0.441
H 1.873 -1.625 0.032 0.203
H 0.495 -2.295 -0.509 0.143
H 0.365 -1.407 1.037 0.134
H -0.699 1.969 1.878 0.223
H -0.253 0.357 1.818 0.144



Record 2
13
Properties=species:S:1:pos:R:3:lowdin_charge:R:1 method="wB97M-V/def2-TZVPD" homo_ha=-0.3467 orbital_gap_ev=9.541 charge=0 max_force_ev_per_a=6.81 lumo_energy_ha=0.0039 e_tot_ev=-11643.3280 spin_multiplicity=1
C 0.033 1.747 0.240 -0.197
C -1.140 0.041 0.110 -0.512
H 1.271 -2.375 0.819 0.182
H -0.165 -1.502 -0.744 0.168
H 2.305 -0.389 -0.473 0.116
H 0.147 2.781 0.043 0.111
H -2.838 -0.352 -0.921 0.174
N 0.850 -1.439 0.013 -0.089
N 0.022 -0.376 1.048 0.020
N 1.038 0.764 0.644 -0.073
N -1.146 1.497 -0.027 0.157
N -2.061 -0.802 -0.101 0.097
O 1.684 0.405 -0.649 -0.154



Record 3
13
Properties=species:S:1:pos:R:3:lowdin_charge:R:1 method="wB97M-V/def2-TZVPD" homo_ha=-0.3239 orbital_gap_ev=9.288 charge=0 max_force_ev_per_a=6.85 lumo_energy_ha=0.0174 e_tot_ev=-11648.2442 spin_multiplicity=1
H 0.176 2.508 -0.144 -0.023
N -0.541 1.922 -0.105 0.182
C -0.376 0.642 -0.150 -0.336
C -1.415 -0.370 0.017 -0.350
O -2.653 0.099 0.169 0.157
N -0.980 -1.619 0.136 0.110
N 0.475 -1.497 -0.107 -0.037
N 0.807 -0.073 -0.242 -0.201
N 2.084 0.021 0.349 0.023
H -3.085 -0.675 0.189 0.048
H 0.669 -1.720 -1.197 0.167
H 1.859 0.442 1.311 0.121
H 2.980 0.318 -0.226 0.138



Record 4
13
Properties=species:S:1:pos:R:3:lowdin_charge:R:1 method="wB97M-V/def2-TZVPD" homo_ha=-0.3511 orbital_gap_ev=9.983 charge=0 max_force_ev_per_a=10.20 lumo_energy_ha=0.0158 e_tot_ev=-11648.4411 spin_multiplicity=1
C -1.843 0.118 -0.035 -0.406
C 0.415 0.766 -0.274 -0.616
H 1.718 -0.493 0.990 0.177
H 1.849 -1.992 -0.137 0.074
H -0.899 -1.865 0.191 0.160
H -1.228 2.015 0.378 0.180
H 2.373 1.592 -0.020 0.166
N 1.097 -1.454 0.411 0.004
N 0.321 -0.609 -0.718 -0.109
N -1.061 -1.080 -0.615 0.049
N -0.869 1.193 -0.170 0.130
N 1.170 1.699 -0.134 0.111
O -3.043 0.110 0.134 0.080



Record 5
15
Properties=species:S:1:pos:R:3:lowdin_charge:R:1 method="wB97M-V/def2-TZVPD" homo_ha="-0.3440 / -0.3414" orbital_gap_ev="7.838 / 7.531" charge=0 max_force_ev_per_a=4.26 lumo_energy_ha="-0.0559 / -0.0646" e_tot_ev=-24530.0430 spin_multiplicity=1
C -2.627 0.277 0.531 -0.162
C -1.594 -0.297 -0.076 -0.068
N -2.431 1.621 0.527 0.023
N -1.474 1.891 -0.261 0.020
N -0.924 0.796 -0.707 -0.313
N 2.622 -1.467 -0.049 -0.101
N 0.105 0.718 -1.438 0.114
O 0.992 -0.628 1.772 -0.337
O 2.884 0.777 1.144 -0.338
S 1.863 -0.135 0.771 0.654
H -3.334 -0.260 1.207 0.122
H -1.496 -1.437 -0.277 0.152
H 1.913 -2.159 -0.289 0.047
H 3.032 -1.351 -0.969 0.057
H 0.471 1.655 -1.885 0.132



Record 6
17
Properties=species:S:1:pos:R:3:lowdin_charge:R:1 method="wB97M-V/def2-TZVPD" homo_ha="-0.4617 / -0.4722" orbital_gap_ev="5.893 / 6.458" charge=+1 max_force_ev_per_a=4.70 lumo_energy_ha="-0.2451 / -0.2349" e_tot_ev=-19266.0206 spin_multiplicity=1
C -0.882 -0.242 0.463 -0.288
C 2.565 -0.592 -0.074 -0.100
N -0.830 -0.735 1.661 0.118
N 0.287 -0.255 -0.285 0.164
N 1.316 -0.355 0.383 -0.119
N -2.108 -0.059 -0.195 -0.226
N -1.835 1.504 -2.529 -0.212
N 0.320 -0.523 2.247 0.125
O -3.159 0.178 0.324 0.198
O -1.854 0.001 -1.474 -0.008
O -2.127 2.364 -1.847 0.306
O -1.609 1.185 -3.578 0.356
H 3.168 -1.292 0.650 0.136
H 2.647 -1.007 -1.151 0.119
H 3.000 0.484 0.008 0.137
H 0.728 0.383 2.257 0.133
H 0.373 -1.036 3.137 0.162



Record 7
14
Properties=species:S:1:pos:R:3:lowdin_charge:R:1 method="wB97M-V/def2-TZVPD" homo_ha=-0.3319 orbital_gap_ev=9.752 charge=0 max_force_ev_per_a=5.14 lumo_energy_ha=0.0265 e_tot_ev=-12582.7673 spin_multiplicity=1
N 1.374 -0.968 0.037 0.002
N -0.006 -0.892 0.092 -0.046
C -0.589 0.213 0.091 -0.314
N -0.219 1.523 0.137 0.115
C -2.428 0.104 0.073 -0.211
N -3.313 1.057 0.091 0.020
N -4.494 0.436 0.058 -0.065
N -4.366 -0.823 0.021 -0.019
N -3.056 -1.090 0.030 0.050
H 1.856 -0.178 0.454 0.071
H 1.670 -1.841 0.451 0.076
H -0.981 2.180 0.062 0.079
H 0.610 1.786 -0.376 0.095
H -2.656 -2.014 -0.009 0.147



Record 8
9
Properties=species:S:1:pos:R:3:lowdin_charge:R:1 method="wB97M-V/def2-TZVPD" homo_ha=-0.2975 orbital_gap_ev=9.037 charge=0 max_force_ev_per_a=0.36 lumo_energy_ha=0.0346 e_tot_ev=-5692.0656 spin_multiplicity=1
C -1.154 -0.126 0.371 0.006
C 0.091 0.087 -0.086 -0.550
N 1.220 -0.638 0.232 0.117
O 0.358 1.073 -0.989 0.037
H -1.436 -1.033 0.888 0.044
H -1.882 0.672 0.284 0.047
H 2.094 -0.301 -0.145 0.097
H 1.262 -0.979 1.178 0.097
H -0.489 1.231 -1.429 0.106



Record 9
9
Properties=species:S:1:pos:R:3:lowdin_charge:R:1 method="wB97M-V/def2-TZVPD" homo_ha=-0.2897 orbital_gap_ev=8.835 charge=0 max_force_ev_per_a=0.99 lumo_energy_ha=0.0350 e_tot_ev=-5691.6332 spin_multiplicity=1
C 0.454 0.928 0.594 -0.015
C 0.066 -0.185 -0.075 -0.560
N -1.114 -0.435 -0.694 0.144
O 0.977 -1.188 -0.144 0.040
H 0.043 1.905 0.417 0.032
H 1.000 0.747 1.515 0.049
H -1.270 -1.270 -1.235 0.105
H -1.906 0.124 -0.432 0.104
H 1.749 -0.626 0.054 0.101



Record 10
9
Properties=species:S:1:pos:R:3:lowdin_charge:R:1 method="wB97M-V/def2-TZVPD" homo_ha=-0.3423 orbital_gap_ev=10.026 charge=0 max_force_ev_per_a=5.67 lumo_energy_ha=0.0261 e_tot_ev=-5686.6487 spin_multiplicity=1
C 0.271 -0.787 0.151 -0.477
C -0.245 0.604 0.341 -0.043
N -0.011 -1.772 -0.779 0.007
O -0.242 -1.974 0.602 -0.061
H 2.049 -1.154 0.217 0.188
H -1.241 0.444 0.836 0.103
H -0.364 0.882 -0.783 0.116
H 0.428 1.267 0.862 0.067
H -0.904 -1.655 -1.234 0.100



Record 11
9
Properties=species:S:1:pos:R:3:lowdin_charge:R:1 method="wB97M-V/def2-TZVPD" homo_ha=-0.3640 orbital_gap_ev=10.963 charge=0 max_force_ev_per_a=5.01 lumo_energy_ha=0.0388 e_tot_ev=-5687.9563 spin_multiplicity=1
C -0.039 0.065 -0.590 -0.493
C 0.569 -0.351 0.714 -0.088
N -1.175 0.899 -0.812 0.057
O -1.169 -0.490 -1.013 -0.044
H 1.133 -0.001 -1.585 0.219
H 0.776 -1.417 0.604 0.076
H 0.024 -0.120 1.613 0.057
H 1.541 0.268 1.037 0.123
H -1.661 1.147 0.032 0.093



Record 12
9
Properties=species:S:1:pos:R:3:lowdin_charge:R:1 method="wB97M-V/def2-TZVPD" homo_ha="-0.2753 / -0.3056" orbital_gap_ev="8.165 / 9.364" charge=0 max_force_ev_per_a=2.87 lumo_energy_ha="0.0248 / 0.0385" e_tot_ev=-5686.7751 spin_multiplicity=1
C -1.771 -0.523 0.397 -0.084
C -0.987 0.344 -0.206 0.030
N 2.037 0.190 -0.076 -0.091
O 0.947 -0.032 0.644 -0.224
H -2.910 -0.472 0.112 0.095
H -1.288 -1.183 1.109 0.051
H -0.701 0.997 -1.021 0.055
H 2.521 1.091 -0.095 0.093
H 2.151 -0.410 -0.864 0.074



Record 13
9
Properties=species:S:1:pos:R:3:lowdin_charge:R:1 method="wB97M-V/def2-TZVPD" homo_ha=-0.3546 orbital_gap_ev=10.091 charge=0 max_force_ev_per_a=0.40 lumo_energy_ha=0.0162 e_tot_ev=-5689.5256 spin_multiplicity=1
C 0.716 -0.889 0.446 0.121
N -0.915 -0.025 -0.528 0.060
C -0.384 1.129 -0.308 -0.462
O 0.726 1.131 0.287 -0.070
H 1.777 -0.670 0.441 0.051
H 0.283 -0.930 1.438 0.060
H 0.466 -1.742 -0.173 0.040
H -1.815 -0.081 -0.997 0.070
H -0.852 2.076 -0.605 0.129



Record 14
9
Properties=species:S:1:pos:R:3:lowdin_charge:R:1 method="wB97M-V/def2-TZVPD" homo_ha=-0.3599 orbital_gap_ev=10.452 charge=0 max_force_ev_per_a=7.77 lumo_energy_ha=0.0242 e_tot_ev=-5690.4171 spin_multiplicity=1
C -1.080 -0.301 0.399 -0.140
C 1.407 0.187 -0.232 -0.410
H -1.546 0.712 0.815 0.109
H -0.704 -1.066 1.219 0.105
H -1.806 -0.781 -0.326 0.079
H -0.413 0.649 -1.295 0.255
H 1.811 -0.097 0.856 0.157
N 0.143 -0.181 -0.477 -0.099
O 2.187 0.877 -0.960 -0.055



Record 15
9
Properties=species:S:1:pos:R:3:lowdin_charge:R:1 method="wB97M-V/def2-TZVPD" homo_ha=-0.3303 orbital_gap_ev=9.855 charge=0 max_force_ev_per_a=6.31 lumo_energy_ha=0.0319 e_tot_ev=-5688.7821 spin_multiplicity=1
C 1.155 0.118 0.472 0.018
N -0.126 -0.093 0.534 -0.444
C -0.840 -0.194 -0.725 -0.006
O -0.862 -0.181 1.525 -0.054
H 1.873 0.369 1.559 0.170
H 1.728 0.476 -0.324 0.031
H -1.732 0.185 -0.478 0.041
H -0.345 0.550 -1.506 0.141
H -0.851 -1.230 -1.058 0.103



Record 16
9
Properties=species:S:1:pos:R:3:lowdin_charge:R:1 method="wB97M-V/def2-TZVPD" homo_ha="-0.3352 / -0.3133" orbital_gap_ev="9.508 / 8.308" charge=0 max_force_ev_per_a=6.00 lumo_energy_ha="0.0142 / -0.0080" e_tot_ev=-5686.9747 spin_multiplicity=1
C 1.371 0.434 0.398 -0.020
C -1.572 -0.138 -0.191 0.086
N 0.783 -0.550 -0.145 -0.218
O 0.941 -1.521 -0.882 -0.013
H 2.437 0.490 0.565 0.070
H 0.849 1.345 0.780 0.078
H -1.330 0.633 0.669 0.042
H -2.100 -0.987 -0.010 -0.040
H -1.379 0.294 -1.184 0.016



Record 17
10
Properties=species:S:1:pos:R:3:lowdin_charge:R:1 method="wB97M-V/def2-TZVPD" homo_ha=-0.3726 orbital_gap_ev=10.988 charge=0 max_force_ev_per_a=5.13 lumo_energy_ha=0.0312 e_tot_ev=-7736.6183 spin_multiplicity=1
C -1.054 -0.558 -0.824 -0.069
O -0.477 -0.671 0.579 -0.167
N 0.723 -0.189 0.224 -0.110
C 0.986 1.007 0.930 -0.248
O 0.102 1.760 1.437 0.001
H -1.906 -1.376 -1.018 0.103
H -0.234 -0.970 -1.504 0.088
H -1.543 0.490 -1.114 0.124
H 1.383 -0.874 0.582 0.142
H 2.020 1.381 0.708 0.135



Record 18
10
Properties=species:S:1:pos:R:3:lowdin_charge:R:1 method="wB97M-V/def2-TZVPD" homo_ha=-0.3824 orbital_gap_ev=10.990 charge=0 max_force_ev_per_a=1.94 lumo_energy_ha=0.0214 e_tot_ev=-7740.3555 spin_multiplicity=1
C 0.968 -1.569 -0.433 -0.063
N 0.676 -0.407 0.452 0.027
C -0.300 0.418 -0.008 -0.624
O -0.717 0.492 -1.122 0.123
O -0.733 1.282 1.002 0.065
H 1.510 -2.296 0.177 0.082
H 1.612 -1.255 -1.245 0.082
H 0.058 -2.033 -0.797 0.082
H 0.584 -0.731 1.402 0.128
H -1.577 0.920 1.262 0.097



Record 19
10
Properties=species:S:1:pos:R:3:lowdin_charge:R:1 method="wB97M-V/def2-TZVPD" homo_ha=-0.3629 orbital_gap_ev=10.702 charge=0 max_force_ev_per_a=0.89 lumo_energy_ha=0.0304 e_tot_ev=-7738.3165 spin_multiplicity=1
N -1.177 -0.778 1.056 0.050
C -2.189 -0.219 0.246 -0.375
O -1.954 0.282 -0.809 0.081
H -0.950 -1.747 0.967 0.066
H -0.681 -0.345 1.816 0.072
H -3.219 -0.338 0.603 0.112
C 2.888 0.116 -0.032 -0.153
O 2.261 0.843 -0.748 -0.002
H 3.744 -0.451 -0.432 0.076
H 2.626 -0.008 1.031 0.073



Record 20
10
Properties=species:S:1:pos:R:3:lowdin_charge:R:1 method="wB97M-V/def2-TZVPD" homo_ha=-0.3695 orbital_gap_ev=10.794 charge=0 max_force_ev_per_a=3.99 lumo_energy_ha=0.0271 e_tot_ev=-7736.9247 spin_multiplicity=1
O -2.020 0.133 -0.325 -0.159
C -0.719 -0.257 0.264 -0.233
C 0.223 0.944 0.057 -0.156
N 1.480 0.784 -0.113 -0.020
O 1.903 -0.569 -0.154 -0.093
H -2.462 -0.791 -0.570 0.141
H -0.242 -1.218 -0.247 0.131
H -0.873 -0.496 1.555 0.183
H -0.126 1.964 -0.068 0.114
H 2.836 -0.494 -0.398 0.092